Entry 1:
The following is a quantum chemistry calculation of a structure of composition C31H64O29V, from OMol25.

```
125
Properties=species:S:1:pos:R:3
V -3.43 -2.14 -0.96
C 0.29 -0.08 0.53
C -0.59 -1.15 -0.11
O -1.80 -0.66 -0.65
H 1.06 -0.52 1.18
H -0.22 0.76 1.00
H 0.83 0.44 -0.27
H -0.91 -1.84 0.69
H -0.05 -1.71 -0.89
C -2.27 -4.90 1.76
C -3.55 -4.11 1.88
O -3.74 -3.13 0.93
H -2.26 -5.73 2.47
H -1.37 -4.29 1.89
H -2.07 -5.33 0.77
H -3.54 -3.73 2.92
H -4.44 -4.76 1.91
C 5.53 1.35 -3.05
O 4.34 1.26 -3.86
C 3.41 0.37 -3.60
O 2.44 0.21 -4.29
O 3.72 -0.38 -2.53
C 2.82 -1.31 -2.00
H 5.30 1.26 -1.99
H 6.03 2.31 -3.13
H 6.10 0.48 -3.35
H 2.06 -1.83 -2.58
H 2.25 -1.00 -1.12
H 3.35 -2.20 -1.62
C -1.18 5.99 -1.68
O -2.03 4.95 -1.21
C -1.55 3.88 -0.62
O -0.47 3.71 -0.12
O -2.56 3.04 -0.44
C -2.40 1.98 0.50
H -1.54 6.95 -1.33
H -1.09 5.98 -2.77
H -0.17 5.86 -1.28
H -1.40 1.56 0.37
H -3.13 1.22 0.24
H -2.58 2.32 1.52
C 1.58 -2.27 4.07
O 2.57 -1.59 3.32
C 3.47 -2.29 2.65
O 3.62 -3.47 2.62
O 4.21 -1.40 1.97
C 5.38 -1.93 1.33
H 1.97 -3.00 4.78
H 0.96 -2.86 3.38
H 0.97 -1.56 4.61
H 5.62 -1.15 0.61
H 5.08 -2.86 0.84
H 6.16 -2.27 2.02
C -6.05 1.12 -2.48
O -5.62 1.36 -1.15
C -5.11 0.48 -0.34
O -5.00 -0.71 -0.62
O -4.85 1.02 0.82
C -4.00 0.28 1.69
H -6.48 2.05 -2.82
H -6.72 0.26 -2.44
H -5.26 0.73 -3.12
H -3.15 -0.22 1.20
H -4.52 -0.53 2.20
H -3.51 1.02 2.31
C -1.81 -1.21 3.74
O -1.43 -0.46 4.88
C -1.36 0.86 4.68
O -1.60 1.40 3.63
O -1.02 1.44 5.82
C -0.95 2.86 5.69
H -2.83 -1.59 3.79
H -1.16 -2.09 3.70
H -1.67 -0.71 2.78
H -0.15 3.22 5.04
H -0.72 3.25 6.68
H -1.90 3.30 5.38
C 1.67 4.73 -3.80
O 0.62 3.82 -3.57
C -0.64 4.29 -3.47
O -0.91 5.44 -3.62
O -1.48 3.31 -3.20
C -0.99 2.04 -2.72
H 1.69 5.42 -2.96
H 1.82 5.18 -4.78
H 2.62 4.20 -3.68
H -1.82 1.42 -2.41
H -0.36 2.19 -1.84
H -0.44 1.60 -3.55
C 1.30 2.27 1.92
O 2.55 2.85 2.26
C 2.67 3.51 3.41
O 1.91 3.44 4.34
O 3.83 4.17 3.33
C 4.21 4.96 4.45
H 1.09 1.44 2.59
H 1.19 2.06 0.86
H 0.49 3.00 2.00
H 5.29 5.09 4.47
H 3.94 4.42 5.35
H 3.72 5.93 4.36
C 5.38 -6.29 -1.29
O 4.22 -5.46 -1.34
C 3.36 -5.46 -0.34
O 3.49 -6.02 0.72
O 2.28 -4.77 -0.69
C 1.31 -4.49 0.32
H 6.09 -5.76 -0.66
H 5.71 -6.53 -2.30
H 5.11 -7.27 -0.90
H 0.95 -5.33 0.90
H 0.47 -3.97 -0.16
H 1.74 -3.67 0.90
C -0.83 -1.22 -4.08
O -2.03 -1.36 -4.87
C -3.22 -1.49 -4.30
O -3.47 -1.51 -3.12
O -4.07 -1.72 -5.28
C -5.46 -1.71 -5.00
H -0.20 -2.10 -4.18
H -0.95 -0.80 -3.07
H -0.28 -0.40 -4.54
H -5.71 -2.22 -4.07
H -6.00 -2.16 -5.83
H -5.73 -0.66 -4.93
```

As for the expectation value of S²: 3.756. The spin multiplicity is 4. As for the relative energy (zero: lowest compared OMol25 entry of this formula, charge and spin): 88.62 kcal per mole. The value obtained for the HOMO-LUMO gap (spin up / spin down) is 7.572 / 7.426 eV. Its electronic energy is -118241.5379 eV.

Entry 2:
The following is a quantum chemistry calculation of the molecule C3H6OS2, from OMol25.

```
12
Properties=species:S:1:pos:R:3
O 0.89 1.91 -0.13
C 0.15 0.82 -0.41
C -0.80 0.07 0.51
S -1.95 -0.95 -0.27
C 0.57 -0.35 0.52
S 1.50 -1.83 -0.11
H 0.43 2.70 -0.75
H -0.20 0.60 -1.51
H -0.89 0.60 1.49
H -1.85 -1.85 0.90
H 0.97 -0.03 1.41
H 1.18 -1.69 -1.66
```

Its SMILES is O[C@@H]1[C@@H](S)[C@H]1S. As for the relative energy (zero: lowest compared OMol25 entry of this formula, charge and spin): 89.22 kcal per mole. The value obtained for the HOMO-LUMO gap is 9.120 eV. Its electronic energy is -26922.5740 eV.

Entry 3:
The following is a quantum chemistry calculation of the molecule C2H4O4S, from OMol25.

```
11
Properties=species:S:1:pos:R:3
O 1.07 2.06 -0.05
S -0.22 1.41 0.12
O -1.45 2.07 -0.20
C -0.07 -0.23 -0.84
C 0.20 -1.18 0.33
O 0.52 -0.48 1.47
O -0.51 0.65 1.50
H 0.85 -0.03 -1.39
H -0.90 -0.60 -1.52
H -0.71 -1.84 0.45
H 1.21 -1.83 0.13
```

Its SMILES is O=S1(=O)CCOO1. As for the relative energy (zero: lowest compared OMol25 entry of this formula, charge and spin): 88.59 kcal per mole. The value obtained for the HOMO-LUMO gap is 11.184 eV. Its electronic energy is -21159.6145 eV.

Entry 4:
The following is a quantum chemistry calculation of a structure of composition C41H37GeN3O7STc, from OMol25.

```
91
Properties=species:S:1:pos:R:3
Tc 2.23 -0.47 -0.66
O 0.99 1.41 2.15
C 1.72 0.88 3.23
C 3.13 0.44 2.88
N 3.28 -0.58 1.85
C 4.68 -0.68 1.48
C 5.07 0.27 0.36
O 6.18 0.76 0.33
O 4.14 0.45 -0.53
C 2.67 -1.88 2.15
C 2.06 -2.47 0.84
O 1.61 -3.69 0.94
O 3.05 -2.20 -0.19
H 1.58 1.90 1.56
H 1.14 0.05 3.64
H 1.83 1.63 4.03
H 3.60 0.10 3.82
H 3.69 1.32 2.53
H 4.86 -1.67 1.07
H 5.35 -0.52 2.33
H 1.88 -1.78 2.90
H 3.40 -2.61 2.52
C -2.79 6.34 -0.93
C -1.56 5.47 -1.02
C -1.64 4.10 -0.78
C -0.51 3.30 -0.83
C 0.72 3.87 -1.13
C 0.82 5.23 -1.38
C -0.32 6.02 -1.33
S 2.20 2.88 -1.06
O 3.16 3.51 -1.92
O 2.51 2.80 0.35
N 1.69 1.44 -1.56
C 1.36 1.29 -2.96
C 1.15 2.32 -3.88
C 0.76 2.02 -5.18
C 0.57 0.71 -5.59
C 0.80 -0.35 -4.70
C 0.65 -1.73 -5.04
C 0.92 -2.71 -4.07
C 1.34 -2.36 -2.82
N 1.50 -1.04 -2.46
C 1.22 -0.04 -3.38
H -3.70 5.75 -1.07
H -2.77 7.13 -1.68
H -2.85 6.82 0.05
H -2.60 3.65 -0.56
H -0.57 2.23 -0.66
H 1.79 5.64 -1.64
H -0.25 7.08 -1.53
H 1.31 3.35 -3.60
H 0.61 2.83 -5.89
H 0.26 0.48 -6.60
H 0.33 -2.00 -6.04
H 0.81 -3.77 -4.30
H 1.56 -3.08 -2.05
C 0.97 -1.43 0.38
Ge -0.80 -1.81 1.08
C -1.75 -0.37 2.06
C -1.85 0.90 1.48
C -2.62 1.90 2.05
C -3.33 1.65 3.22
C -3.27 0.39 3.80
C -2.49 -0.61 3.22
C -2.07 -2.02 -0.42
C -1.71 -1.64 -1.71
C -2.60 -1.74 -2.77
C -3.88 -2.23 -2.54
C -4.27 -2.60 -1.26
C -3.37 -2.50 -0.21
C -1.01 -3.39 2.22
C -1.50 -4.58 1.69
C -1.65 -5.71 2.49
C -1.31 -5.67 3.83
C -0.80 -4.50 4.37
C -0.66 -3.37 3.57
H -1.29 1.10 0.57
H -2.66 2.88 1.59
H -3.93 2.43 3.67
H -3.83 0.18 4.70
H -2.47 -1.59 3.68
H -0.72 -1.25 -1.88
H -2.29 -1.44 -3.76
H -4.58 -2.32 -3.37
H -5.27 -2.98 -1.08
H -3.68 -2.78 0.80
H -1.74 -4.63 0.64
H -2.04 -6.63 2.05
H -1.42 -6.55 4.45
H -0.51 -4.46 5.41
H -0.25 -2.46 4.01
```

As for the expectation value of S²: 3.970. The spin multiplicity is 4. As for the relative energy (zero: lowest compared OMol25 entry of this formula, charge and spin): 0.00 kcal per mole. The total charge is -2. The value obtained for the HOMO-LUMO gap (spin up / spin down) is 4.149 / 5.935 eV. Its electronic energy is -131469.7820 eV.

Entry 5:
The following is a quantum chemistry calculation of a cluster of 2 separate species, C9H14BF in total, from OMol25.

```
25
Properties=species:S:1:pos:R:3
B -0.17 -0.27 0.07
C -2.53 1.84 -1.54
C 2.29 1.39 -1.16
C 1.14 -2.38 2.56
C -2.35 0.97 -0.56
C 1.06 1.61 -0.72
C 0.36 -2.36 1.50
C -1.57 -0.30 -0.67
C 0.49 1.07 0.56
C 0.64 -1.63 0.23
F 0.59 -2.47 -0.85
H -3.07 2.76 -1.41
H -2.12 1.67 -2.53
H 2.65 1.79 -2.09
H 2.99 0.79 -0.60
H 0.86 -2.91 3.46
H 2.09 -1.88 2.57
H -2.78 1.17 0.41
H 0.37 2.19 -1.32
H -0.57 -2.90 1.49
H -2.18 -1.12 -0.29
H -1.39 -0.53 -1.72
H 1.29 0.92 1.28
H -0.22 1.80 0.96
H 2.12 -1.21 0.35
```

As for the relative energy (zero: lowest compared OMol25 entry of this formula, charge and spin): 0.00 kcal per mole. The value obtained for the HOMO-LUMO gap is 9.809 eV. Its electronic energy is -12950.4587 eV.

Entry 6:
The following is a quantum chemistry calculation of a cluster of 6 separate species, C66H146F6N2OP4 in total, from OMol25.

```
225
Properties=species:S:1:pos:R:3
P -8.74 6.59 -34.62
F -7.42 6.03 -33.77
F -7.84 7.95 -35.01
F -8.06 5.83 -36.01
F -9.96 7.18 -35.53
F -9.55 5.22 -34.28
F -9.38 7.24 -33.27
C -4.57 1.67 -31.91
C -6.03 2.15 -32.33
C -6.95 0.95 -32.88
N -8.35 1.34 -33.60
C -9.09 2.24 -32.56
C -10.65 2.46 -32.89
C -11.24 1.10 -33.23
C -10.39 0.28 -34.29
C -9.04 -0.01 -33.83
C -8.07 2.18 -34.87
H -4.09 0.90 -32.52
H -4.70 1.12 -30.97
H -3.86 2.49 -31.97
H -5.95 2.88 -33.13
H -6.56 2.50 -31.44
H -7.05 0.22 -32.08
H -6.44 0.42 -33.69
H -9.15 1.67 -31.63
H -8.60 3.21 -32.50
H -11.07 2.86 -31.96
H -10.68 3.17 -33.72
H -11.15 0.42 -32.39
H -12.31 1.19 -33.40
H -10.84 -0.71 -34.37
H -10.46 0.62 -35.32
H -9.00 -0.49 -32.85
H -8.52 -0.61 -34.58
H -7.30 1.58 -35.36
H -7.81 3.20 -34.58
H -8.90 2.18 -35.58
C -19.79 4.37 -28.88
C -18.33 4.65 -28.52
C -17.19 3.80 -29.20
C -15.91 4.63 -28.83
P -14.22 4.06 -29.20
C -13.75 2.84 -27.87
C -14.51 1.49 -27.98
C -14.29 0.93 -26.56
C -14.85 -0.47 -26.26
C -14.05 3.12 -30.80
C -14.17 3.86 -32.22
C -15.47 4.78 -32.31
C -15.66 5.56 -33.57
C -12.98 5.35 -29.23
C -11.64 4.92 -29.69
C -10.68 6.08 -29.95
C -9.32 5.64 -30.43
H -20.38 5.14 -28.37
H -20.08 3.32 -28.81
H -19.94 4.77 -29.88
H -18.36 4.66 -27.43
H -18.35 5.71 -28.75
H -17.29 3.66 -30.28
H -17.27 2.77 -28.84
H -15.99 4.97 -27.80
H -15.93 5.60 -29.34
H -14.01 3.32 -26.92
H -12.68 2.74 -28.01
H -13.93 0.95 -28.73
H -15.55 1.56 -28.30
H -14.92 1.61 -25.99
H -13.23 0.91 -26.30
H -14.46 -1.36 -26.75
H -15.80 -0.56 -26.80
H -14.85 -0.79 -25.22
H -14.94 2.50 -30.77
H -13.29 2.34 -30.80
H -14.20 3.10 -33.00
H -13.35 4.53 -32.49
H -15.33 5.60 -31.61
H -16.35 4.26 -31.94
H -15.94 6.57 -33.26
H -16.47 5.25 -34.23
H -14.83 5.67 -34.27
H -12.76 5.87 -28.30
H -13.40 6.14 -29.85
H -11.63 4.20 -30.51
H -11.18 4.30 -28.92
H -10.54 6.81 -29.16
H -11.18 6.60 -30.77
H -9.29 5.06 -31.35
H -8.58 5.27 -29.72
H -8.74 6.49 -30.77
C -15.38 3.15 -36.41
C -13.89 2.89 -36.35
C -13.20 2.90 -37.73
C -13.00 4.37 -38.15
P -12.04 4.85 -39.62
C -12.76 3.94 -41.05
C -14.31 4.02 -41.05
C -14.75 3.14 -42.23
C -16.30 3.05 -42.39
C -12.34 6.60 -39.96
C -12.05 7.53 -38.79
C -11.85 8.96 -39.35
C -11.32 9.90 -38.29
C -10.17 4.65 -39.47
C -9.68 3.29 -39.24
C -8.17 3.29 -38.73
C -7.33 4.03 -39.66
H -15.59 4.21 -36.51
H -15.97 2.77 -35.57
H -15.83 2.63 -37.27
H -13.71 1.92 -35.87
H -13.61 3.71 -35.69
H -13.72 2.21 -38.40
H -12.24 2.38 -37.68
H -12.33 4.78 -37.39
H -13.89 4.96 -38.33
H -12.67 2.86 -41.06
H -12.33 4.31 -41.99
H -14.73 5.02 -41.07
H -14.73 3.60 -40.13
H -14.39 2.11 -42.31
H -14.57 3.64 -43.18
H -16.64 2.49 -43.26
H -16.75 4.04 -42.45
H -16.74 2.48 -41.57
H -13.34 6.72 -40.36
H -11.69 6.86 -40.80
H -11.38 7.20 -38.00
H -12.86 7.55 -38.06
H -12.79 9.32 -39.76
H -11.20 8.93 -40.22
H -11.94 9.75 -37.40
H -11.40 10.96 -38.52
H -10.38 9.76 -37.76
H -9.76 5.35 -38.74
H -9.81 4.87 -40.48
H -9.70 2.64 -40.12
H -10.33 2.70 -38.60
H -7.77 2.30 -38.54
H -8.10 3.72 -37.73
H -6.27 4.03 -39.42
H -7.54 5.10 -39.60
H -7.38 3.60 -40.66
C -3.51 4.58 -29.88
C -4.21 5.87 -30.41
C -4.12 5.79 -31.99
C -2.73 6.24 -32.35
P -2.55 6.75 -34.15
C -3.20 5.41 -35.28
C -2.87 4.00 -34.85
C -3.00 2.94 -36.13
C -2.39 1.52 -35.69
C -0.75 6.82 -34.43
C 0.14 7.70 -33.58
C 1.62 7.93 -33.97
C 2.55 6.70 -34.33
C -3.28 8.38 -34.59
C -3.26 9.56 -33.56
C -4.22 10.64 -33.97
C -3.62 11.73 -34.74
H -2.59 4.11 -30.24
H -4.13 3.70 -30.01
H -3.32 4.66 -28.81
H -3.70 6.73 -29.97
H -5.21 5.94 -29.97
H -4.82 6.51 -32.40
H -4.38 4.83 -32.44
H -2.05 5.40 -32.19
H -2.29 7.04 -31.75
H -2.79 5.68 -36.25
H -4.27 5.60 -35.40
H -3.53 3.68 -34.05
H -1.82 4.01 -34.58
H -2.63 3.37 -37.06
H -4.09 2.87 -36.10
H -2.90 0.94 -34.92
H -1.30 1.59 -35.72
H -2.53 0.82 -36.50
H -0.78 7.30 -35.41
H -0.36 5.81 -34.57
H 0.07 7.27 -32.58
H -0.29 8.69 -33.45
H 1.96 8.39 -33.04
H 1.81 8.64 -34.78
H 2.39 5.92 -33.59
H 3.60 6.99 -34.41
H 2.21 6.34 -35.30
H -4.32 8.08 -34.73
H -2.89 8.58 -35.59
H -2.26 9.98 -33.48
H -3.40 9.15 -32.56
H -4.64 11.18 -33.11
H -5.08 10.23 -34.51
H -3.10 11.39 -35.63
H -2.92 12.25 -34.09
H -4.30 12.51 -35.11
C -11.26 9.97 -29.07
C -11.40 10.32 -30.66
C -12.08 11.70 -30.71
C -11.79 12.53 -31.95
C -10.31 12.53 -32.31
C -9.62 11.12 -32.54
N -10.00 10.32 -31.31
O -9.22 9.10 -31.18
C -8.08 11.14 -32.54
C -10.27 10.46 -33.85
C -12.32 9.31 -31.39
H -10.58 10.65 -28.56
H -10.87 8.97 -28.90
H -12.26 10.09 -28.65
H -11.70 12.24 -29.85
H -13.15 11.55 -30.56
H -12.14 13.56 -31.78
H -12.46 12.16 -32.72
H -9.69 13.02 -31.56
H -10.19 12.96 -33.31
H -7.75 11.32 -31.51
H -7.57 11.79 -33.25
H -7.63 10.17 -32.76
H -11.32 10.75 -33.95
H -10.17 9.38 -33.95
H -9.71 10.72 -34.75
H -12.77 9.72 -32.29
H -13.15 8.97 -30.76
H -11.69 8.48 -31.71
```

As for the expectation value of S²: 0.756. The spin multiplicity is 2. The total charge is +3. The value obtained for the HOMO-LUMO gap (spin up / spin down) is 7.602 / 8.450 eV. Its electronic energy is -129277.1636 eV.

Q: Look up the electronic energy of the first one.
A: -118241.5379 eV